Entry 1:
C16H24AsCuN5O6Se | ωB97M-V with the def2-TZVPD basis set

Frontier orbital gap   6.008 eV
Strongest force on any atom   0.5 eV/Å
E_HOMO   -4.418 eV

Geometry as ORCA input:
```
! wB97M-V def2-TZVPD RIJCOSX def2/J DEFGRID3
* xyz -1 1
Cu 1.151 -2.113 -0.128
N -0.359 -3.435 0.454
N 0.085 -4.741 0.143
C 1.514 -4.931 0.015
O 1.886 -6.098 0.153
O 2.196 -3.903 -0.259
H -0.470 -3.287 1.454
H -1.246 -3.233 0.008
H -0.310 -5.469 0.722
C 2.464 0.334 -2.751
As 1.191 -1.056 -2.248
C -0.441 -0.210 -2.903
C 1.501 -2.272 -3.749
H 2.291 0.657 -3.779
H 3.476 -0.062 -2.662
H 2.332 1.163 -2.061
H -0.355 0.066 -3.956
H -0.619 0.679 -2.301
H -1.271 -0.906 -2.770
H 1.436 -1.754 -4.707
H 0.762 -3.072 -3.712
H 2.485 -2.727 -3.641
C -2.116 0.934 1.516
N -2.740 0.843 0.207
C -2.777 1.860 -0.722
C -3.409 1.384 -1.812
N -3.757 0.077 -1.536
C -4.396 -0.835 -2.459
C -3.348 -0.261 -0.290
Se -3.629 -1.857 0.578
H -2.802 1.391 2.230
H -1.196 1.503 1.419
H -1.874 -0.076 1.837
H -2.327 2.817 -0.531
H -3.625 1.845 -2.758
H -4.982 -0.259 -3.172
H -5.039 -1.509 -1.898
H -3.650 -1.429 -2.989
O 0.784 1.239 -0.121
C 1.087 0.705 0.963
O 1.022 -0.505 1.285
C 1.579 1.645 2.071
C 1.634 3.016 1.843
C 2.059 3.881 2.837
C 2.428 3.345 4.060
C 2.388 1.985 4.315
C 1.958 1.137 3.309
N 2.878 4.258 5.125
O 2.903 5.449 4.883
O 3.199 3.773 6.193
H 1.342 3.383 0.868
H 2.110 4.948 2.683
H 2.688 1.614 5.284
H 1.906 0.067 3.458
*
```


Entry 2:
C16H24B3Br2F7O8S | ωB97M-V with the def2-TZVPD basis set

Frontier orbital gap   7.519 eV
Strongest force on any atom   9.6 eV/Å
E_HOMO   -9.187 eV

Geometry as ORCA input:
```
! wB97M-V def2-TZVPD RIJCOSX def2/J DEFGRID3
* xyz 0 1
O 1.256 -0.457 0.151
C 0.344 0.028 0.997
Br -0.095 -0.997 2.699
C -0.426 1.455 0.740
B -1.374 1.491 -0.609
O -2.674 2.231 -0.503
B -3.690 1.210 -0.935
C -4.736 0.696 0.237
C -6.031 -0.155 -0.360
C -6.419 -1.258 0.817
Br -7.389 -2.808 0.000
O -3.657 0.714 -2.330
B -2.249 0.314 -2.577
S -1.960 -1.016 -3.926
O -3.295 -1.520 -4.558
O -1.233 -0.230 -5.087
C -0.778 -2.366 -3.403
F 0.363 -1.695 -2.697
F -0.164 -2.962 -4.648
C -1.439 -3.616 -2.582
F -0.544 -4.804 -2.847
F -2.791 -4.027 -3.019
C -1.483 -3.445 -0.952
F -0.140 -3.330 -0.306
F -2.441 -2.379 -0.532
F -2.066 -4.731 -0.417
O -1.056 0.873 -1.911
H -1.140 1.653 1.675
H 0.416 2.294 0.757
H -5.131 1.578 0.934
H -4.103 -0.012 0.959
H -6.929 0.539 -0.662
H -5.615 -0.791 -1.266
H -5.493 -1.639 1.425
H -7.122 -0.704 1.588
C 5.683 -1.644 -2.379
C 4.278 -1.552 -1.842
C 4.515 -1.180 -0.395
O 5.729 -0.417 -0.355
C 6.383 -0.534 -1.627
H 5.747 -1.530 -3.464
H 6.120 -2.613 -2.109
H 3.738 -0.745 -2.352
H 3.702 -2.474 -1.957
H 4.660 -2.071 0.226
H 3.696 -0.591 0.026
H 6.277 0.425 -2.146
H 7.447 -0.734 -1.477
C 2.473 3.636 4.881
C 1.113 4.180 4.528
C 1.025 3.878 3.047
O 1.796 2.690 2.818
C 2.563 2.410 3.998
H 2.592 3.406 5.942
H 3.247 4.358 4.596
H 0.339 3.622 5.069
H 0.991 5.242 4.755
H 1.467 4.683 2.451
H -0.004 3.720 2.712
H 2.117 1.536 4.486
H 3.592 2.168 3.719
*
```


Entry 3:
C16H24BCl6F10N5NiO4S2 | ωB97M-V with the def2-TZVPD basis set

Frontier orbital gap (spin up / spin down)   9.960 / 7.808 eV
ΔE to the lowest compared entry with this formula, charge and spin   220.7 kJ/mol
Strongest force on any atom   3.9 eV/Å
E_HOMO (spin up / spin down)   -10.063 / -10.063 eV

Geometry as ORCA input:
```
! wB97M-V def2-TZVPD RIJCOSX def2/J DEFGRID3
* xyz 0 3
Ni 0.746 1.580 0.325
B -0.479 -0.710 0.629
F -1.864 -0.569 0.603
F 0.019 0.233 1.638
F -0.085 -1.986 0.840
F -0.033 -0.093 -0.589
C 0.736 1.377 -3.710
F 2.059 1.324 -3.648
F 0.279 1.479 -4.934
F 0.259 0.278 -3.125
S 0.046 2.792 -2.576
O 0.046 4.041 -3.295
O -1.243 2.306 -2.132
N 1.103 2.679 -1.214
S 2.344 3.644 -1.545
O 3.472 3.250 -0.723
O 2.661 3.809 -2.928
C 1.879 5.306 -0.758
F 0.552 5.442 -0.714
F 2.341 5.410 0.463
F 2.353 6.256 -1.544
C -1.785 -2.981 2.102
C -0.612 -3.514 2.815
N 0.323 -3.953 3.318
H -1.745 -3.318 1.065
H -1.832 -1.896 2.096
H -2.699 -3.443 2.472
C 4.858 0.397 -1.276
C 3.586 0.412 -0.565
N 2.611 0.416 0.029
H 5.561 1.082 -0.810
H 4.725 0.640 -2.329
H 5.245 -0.623 -1.266
C -3.462 3.643 1.528
C -2.132 3.196 1.134
N -1.114 2.783 0.832
H -3.511 4.707 1.752
H -3.852 3.024 2.331
H -4.167 3.512 0.705
C 0.084 -1.626 4.527
C 1.046 -0.553 4.681
N 1.767 0.329 4.813
H 0.206 -2.116 3.560
H -0.919 -1.217 4.636
H 0.241 -2.427 5.249
Cl -5.521 0.963 0.975
C -4.722 -0.142 -0.140
C -4.084 0.577 -1.320
Cl -5.372 1.193 -2.391
H -5.472 -0.831 -0.528
H -4.026 -0.694 0.485
H -3.489 -0.148 -1.868
H -3.494 1.427 -0.991
Cl -0.269 -4.062 -1.226
C -0.613 -2.356 -1.729
C -1.458 -2.405 -3.006
Cl -0.521 -2.711 -4.487
H 0.328 -1.821 -1.807
H -1.191 -1.899 -0.927
H -1.972 -1.446 -3.056
H -2.169 -3.221 -2.950
Cl 3.856 -1.408 1.270
C 2.746 -2.783 0.902
C 3.109 -4.021 1.719
Cl 4.784 -4.536 1.401
H 2.782 -2.967 -0.169
H 1.775 -2.355 1.134
H 2.445 -4.849 1.477
H 2.935 -3.826 2.774
*
```


Entry 4:
C16H24ClF7N2O7S | ωB97M-V with the def2-TZVPD basis set

Frontier orbital gap   10.434 eV
Strongest force on any atom   1.7 eV/Å
E_HOMO   -9.989 eV

Geometry as ORCA input:
```
! wB97M-V def2-TZVPD RIJCOSX def2/J DEFGRID3
* xyz 0 1
C 3.197 1.711 3.289
C 4.029 2.929 2.915
C 3.397 3.825 1.831
N 2.083 3.350 1.320
N 1.103 4.398 1.468
C -0.229 3.941 1.591
F -0.937 4.027 0.429
C -0.434 2.570 2.192
O -0.213 1.599 1.192
C -0.433 0.296 1.548
F -0.772 0.175 2.848
Cl 1.021 -0.684 1.275
S -1.004 5.195 2.712
O -2.309 4.797 3.141
O -0.866 6.461 2.055
C 0.109 5.283 4.221
F 0.743 6.469 4.234
F 1.027 4.279 4.202
C -0.705 5.100 5.531
F -1.333 3.917 5.527
F 0.174 5.123 6.558
F -1.581 6.102 5.687
H 3.781 1.056 3.924
H 2.316 2.005 3.844
H 2.909 1.135 2.424
H 4.199 3.492 3.822
H 4.985 2.580 2.544
H 4.077 3.956 0.999
H 3.232 4.804 2.259
H 2.204 3.196 0.329
H 1.133 5.065 0.705
H 0.185 2.456 3.074
H -1.471 2.529 2.512
H -1.220 -0.123 0.938
O -0.386 -4.851 0.764
C -0.850 -4.256 -0.158
O -0.926 -2.898 -0.185
C -1.619 -2.464 -1.366
C -1.486 -3.614 -2.356
C -1.453 -4.827 -1.428
H -2.660 -2.262 -1.100
H -1.160 -1.543 -1.722
H -2.285 -3.638 -3.094
H -0.541 -3.538 -2.890
H -2.453 -5.195 -1.195
H -0.843 -5.638 -1.814
O -0.320 -6.775 -4.214
C -0.778 -6.196 -5.152
O -0.845 -4.843 -5.207
C -1.535 -4.426 -6.399
C -1.406 -5.598 -7.365
C -1.382 -6.791 -6.410
H -2.575 -4.216 -6.138
H -1.073 -3.515 -6.769
H -2.205 -5.631 -8.103
H -0.457 -5.533 -7.898
H -2.384 -7.149 -6.172
H -0.775 -7.616 -6.769
*
```


What did the second record say?
C16H24B3Br2F7O8S | ωB97M-V with the def2-TZVPD basis set

Frontier orbital gap   7.519 eV
Strongest force on any atom   9.6 eV/Å
E_HOMO   -9.187 eV

Geometry as ORCA input:
```
! wB97M-V def2-TZVPD RIJCOSX def2/J DEFGRID3
* xyz 0 1
O 1.256 -0.457 0.151
C 0.344 0.028 0.997
Br -0.095 -0.997 2.699
C -0.426 1.455 0.740
B -1.374 1.491 -0.609
O -2.674 2.231 -0.503
B -3.690 1.210 -0.935
C -4.736 0.696 0.237
C -6.031 -0.155 -0.360
C -6.419 -1.258 0.817
Br -7.389 -2.808 0.000
O -3.657 0.714 -2.330
B -2.249 0.314 -2.577
S -1.960 -1.016 -3.926
O -3.295 -1.520 -4.558
O -1.233 -0.230 -5.087
C -0.778 -2.366 -3.403
F 0.363 -1.695 -2.697
F -0.164 -2.962 -4.648
C -1.439 -3.616 -2.582
F -0.544 -4.804 -2.847
F -2.791 -4.027 -3.019
C -1.483 -3.445 -0.952
F -0.140 -3.330 -0.306
F -2.441 -2.379 -0.532
F -2.066 -4.731 -0.417
O -1.056 0.873 -1.911
H -1.140 1.653 1.675
H 0.416 2.294 0.757
H -5.131 1.578 0.934
H -4.103 -0.012 0.959
H -6.929 0.539 -0.662
H -5.615 -0.791 -1.266
H -5.493 -1.639 1.425
H -7.122 -0.704 1.588
C 5.683 -1.644 -2.379
C 4.278 -1.552 -1.842
C 4.515 -1.180 -0.395
O 5.729 -0.417 -0.355
C 6.383 -0.534 -1.627
H 5.747 -1.530 -3.464
H 6.120 -2.613 -2.109
H 3.738 -0.745 -2.352
H 3.702 -2.474 -1.957
H 4.660 -2.071 0.226
H 3.696 -0.591 0.026
H 6.277 0.425 -2.146
H 7.447 -0.734 -1.477
C 2.473 3.636 4.881
C 1.113 4.180 4.528
C 1.025 3.878 3.047
O 1.796 2.690 2.818
C 2.563 2.410 3.998
H 2.592 3.406 5.942
H 3.247 4.358 4.596
H 0.339 3.622 5.069
H 0.991 5.242 4.755
H 1.467 4.683 2.451
H -0.004 3.720 2.712
H 2.117 1.536 4.486
H 3.592 2.168 3.719
*
```